Record 1
This record from OMol25 describes C32H28B4FeN4O32 as an isolated structure at a distorted geometry. The level of theory is the ωB97M-V functional and the def2-TZVPD basis.

Geometry as XYZ:
```
101
Properties=species:S:1:pos:R:3:forces:R:3
Fe -0.406 0.007 0.117 0.9 -1.2 1.0
O 1.904 0.684 0.356 -0.4 -0.2 -0.2
C 3.056 1.020 0.478 0.0 0.5 -0.1
O 3.470 2.011 1.203 0.3 -0.3 0.5
B 4.964 2.035 1.175 0.7 1.1 -0.4
O 5.312 1.132 0.041 0.0 -0.2 0.3
C 4.253 0.471 -0.327 0.0 0.2 -0.1
O 4.164 -0.333 -1.208 -0.1 -0.6 -0.4
O 5.613 1.666 2.404 -0.1 -0.1 0.1
C 6.497 2.612 2.756 0.1 -0.1 -0.1
O 7.277 2.545 3.647 0.1 0.1 0.1
C 6.358 3.775 1.735 -0.3 -0.9 0.2
O 5.434 3.400 0.862 -0.4 -0.1 -0.3
O 6.972 4.787 1.722 0.4 0.8 0.0
O -8.770 -0.451 1.210 0.0 0.1 -0.5
C -7.669 -0.432 1.657 0.2 -0.4 1.0
O -6.623 -1.167 1.278 0.1 0.0 -0.5
B -5.478 -0.892 2.140 -0.3 -0.5 -0.1
O -5.978 -0.044 3.212 0.4 0.2 0.1
C -7.225 0.327 2.946 -0.2 -0.2 -0.8
O -7.913 1.079 3.553 0.0 0.3 0.5
O -4.799 -2.100 2.624 -0.1 0.0 0.0
C -3.495 -2.031 2.404 0.2 0.6 0.3
O -2.621 -2.700 2.839 0.1 -0.5 0.0
C -3.264 -0.766 1.530 -0.9 -0.7 0.4
O -4.401 -0.208 1.320 0.0 0.7 -0.1
O -2.203 -0.371 1.112 1.1 0.8 -0.5
O -0.569 -5.177 1.395 0.0 0.0 0.5
C -0.649 -4.873 0.257 0.1 -0.5 -0.7
O -0.693 -5.707 -0.798 0.1 0.6 0.3
B -0.706 -4.932 -2.024 -0.1 -0.5 -0.6
O -0.839 -3.500 -1.628 0.1 -0.5 0.1
C -0.725 -3.445 -0.324 -0.5 0.1 -0.6
O -0.737 -2.421 0.298 0.0 0.6 1.1
O -1.796 -5.341 -2.933 0.2 0.3 0.1
C -1.309 -5.514 -4.155 0.1 -0.2 0.1
O -1.916 -5.849 -5.125 -0.2 0.1 -0.2
C 0.219 -5.284 -4.095 -0.2 -0.3 0.5
O 0.537 -5.077 -2.819 -0.2 0.1 0.0
O 0.983 -5.322 -5.005 0.3 0.1 -0.4
O 0.592 -2.576 4.133 -0.3 -0.7 0.0
C 1.114 -1.517 4.098 0.2 0.1 0.3
O 1.885 -0.954 5.020 -0.5 0.2 -0.5
B 2.227 0.414 4.608 0.9 0.1 0.8
O 1.597 0.581 3.262 -0.2 -0.6 -0.4
C 0.975 -0.510 2.943 0.4 1.2 0.3
O 0.333 -0.669 1.921 -0.5 -0.8 -0.6
O 3.689 0.563 4.572 -0.2 -0.1 -0.3
C 4.067 1.553 5.367 -0.4 0.4 0.5
O 5.163 1.913 5.649 0.2 -0.1 -0.2
C 2.774 2.201 5.931 -0.4 0.0 -0.5
O 1.737 1.476 5.484 0.0 -0.3 0.0
O 2.664 3.206 6.560 0.2 0.1 0.3
C 1.758 3.781 3.231 0.3 -0.2 -0.6
C 0.424 4.061 3.916 0.6 -0.5 -0.2
C -0.792 3.858 2.987 0.2 1.7 -0.5
C -0.697 2.729 2.083 0.2 -0.6 0.3
N -0.534 1.810 1.418 -0.5 0.2 -0.3
H 1.960 2.727 3.055 -0.2 0.1 -0.1
H 2.615 4.169 3.781 -0.2 0.1 0.3
H 1.804 4.278 2.254 -0.1 0.0 0.0
H 0.498 5.122 4.147 -0.7 -0.1 0.6
H 0.306 3.409 4.779 0.1 0.4 0.3
H -0.803 4.757 2.352 0.0 -0.3 -0.3
H -1.757 3.938 3.483 0.0 -0.6 0.2
C -4.332 -2.908 -1.800 0.5 -0.1 0.1
C -4.998 -1.562 -2.065 0.2 -0.1 0.9
C -4.059 -0.557 -2.780 -0.2 -1.3 0.2
C -2.806 -0.469 -2.044 -0.4 0.1 -0.1
N -1.825 -0.513 -1.462 0.1 0.7 0.3
H -3.563 -2.832 -1.023 0.0 0.2 -0.1
H -3.808 -3.297 -2.677 -0.2 -0.1 0.0
H -5.022 -3.654 -1.412 -0.2 0.0 -0.3
H -5.276 -1.141 -1.094 -0.2 0.1 -0.2
H -5.923 -1.689 -2.624 0.1 0.1 -0.3
H -4.572 0.394 -2.872 0.4 0.2 -0.3
H -3.756 -1.029 -3.720 -0.3 0.5 -0.3
C -0.435 2.868 -5.056 -1.4 -1.0 -0.6
C -1.021 3.678 -3.911 -0.1 -0.3 0.2
C -0.026 3.760 -2.731 0.4 0.5 -1.0
C -0.036 2.572 -1.907 0.0 0.5 0.0
N -0.033 1.652 -1.237 -0.5 -0.6 0.1
H -0.429 1.784 -4.881 0.8 0.2 0.7
H 0.514 3.264 -5.400 0.1 -0.2 0.0
H -1.150 2.810 -5.890 0.2 0.8 -0.1
H -1.950 3.250 -3.527 0.0 -0.1 -0.2
H -1.292 4.664 -4.286 0.3 0.2 0.3
H -0.147 4.662 -2.132 -0.2 -0.2 0.3
H 0.973 3.824 -3.173 0.1 0.1 0.2
C 4.187 -1.980 -4.614 1.1 -0.7 0.3
C 2.825 -1.628 -4.082 -0.5 1.1 -0.1
C 2.341 -2.429 -2.878 -0.4 -0.8 0.4
C 1.476 -1.690 -1.967 0.3 0.3 -0.3
N 0.795 -1.094 -1.271 0.1 0.5 0.2
H 4.300 -3.042 -4.855 -0.4 0.1 -0.4
H 5.006 -1.837 -3.901 -0.4 0.3 0.3
H 4.462 -1.360 -5.466 -0.2 -0.2 -0.2
H 2.068 -1.687 -4.871 0.1 -0.4 0.0
H 2.809 -0.565 -3.837 0.2 0.0 0.3
H 3.129 -2.851 -2.249 0.2 0.3 -0.1
H 1.740 -3.299 -3.174 0.2 0.1 -0.1
```
Positions in Å, forces in eV/Å.

Values from the calculation:
charge	-1
⟨S²⟩	8.756
ΔE to the lowest compared entry with this formula, charge and spin	116.16	kJ/mol
spin multiplicity	6
orbital gap (alpha / beta)	8.3461 / 5.4033	eV


Record 2
This record from OMol25 describes C32H28Cl5N8OS3W as an isolated structure at a distorted geometry. The level of theory is the ωB97M-V functional and the def2-TZVPD basis.

Geometry as XYZ:
```
78
Properties=species:S:1:pos:R:3:forces:R:3
W 0.508 1.862 -0.558 0.5 1.2 -1.8
C 0.170 -0.422 4.591 -2.2 -0.2 1.4
N 0.510 0.046 3.267 1.7 0.2 -2.3
C -0.115 0.727 2.306 -0.6 -0.2 1.1
N 0.752 0.959 1.298 -0.5 0.4 -0.3
C 1.907 0.343 1.690 0.4 -0.2 -0.4
N 1.796 -0.250 2.820 -0.4 0.1 1.0
C -0.161 -1.907 4.637 1.7 -1.2 1.1
C 0.462 -2.772 5.613 -1.0 0.7 -1.2
C 0.297 -4.138 5.547 -0.4 -1.0 0.3
C -0.521 -4.704 4.546 0.9 -0.5 0.1
C -1.106 -3.876 3.612 -0.3 1.3 -0.2
C -0.968 -2.474 3.684 0.1 0.1 0.0
C -1.808 -4.381 2.454 -1.8 -1.5 -1.5
N -1.991 -5.645 2.145 0.3 2.0 -1.2
N -2.608 -5.642 0.870 -0.9 0.7 0.9
C -2.958 -4.429 0.578 3.1 -1.0 2.1
O -2.394 -3.501 1.525 -0.2 -2.1 0.2
C -3.402 -3.891 -0.676 -0.4 -1.7 0.2
C -3.454 -4.674 -1.854 0.2 0.3 0.2
C -3.733 -4.000 -3.024 -0.2 0.9 -0.1
C -4.109 -2.634 -2.974 0.9 -0.5 -0.3
C -4.114 -1.954 -1.782 -0.9 0.9 -0.6
C -4.510 -0.504 -1.688 0.0 0.4 -0.8
N -3.384 0.253 -1.069 -1.0 1.0 1.2
C -2.078 0.268 -1.237 -1.5 0.7 0.7
N -1.580 1.333 -0.562 0.8 -0.8 -0.1
C -2.671 1.884 0.038 -0.1 1.5 0.8
N -3.776 1.269 -0.219 0.5 -0.5 -0.8
C -3.780 -2.595 -0.623 0.0 1.4 1.0
H -0.787 0.063 4.849 0.5 0.3 0.0
H 0.927 -0.096 5.323 -0.1 -0.2 -0.6
H -1.165 1.041 2.339 0.6 -0.1 0.1
H 2.755 0.328 1.022 0.3 -0.1 0.3
H 0.979 -2.363 6.448 0.7 0.4 0.3
H 0.779 -4.817 6.298 -0.5 0.9 -0.8
H -0.616 -5.798 4.438 0.0 0.7 0.1
H -1.493 -1.814 2.983 0.2 -0.5 0.0
H -3.253 -5.757 -1.850 0.1 0.7 0.2
H -3.601 -4.465 -3.990 -0.4 -0.2 0.0
H -4.268 -2.047 -3.859 -0.3 -0.2 -0.5
H -5.418 -0.322 -1.049 1.1 -0.1 -0.6
H -4.635 0.016 -2.677 -0.2 -0.8 0.8
H -1.553 -0.477 -1.755 0.5 -0.7 -0.7
H -2.626 2.805 0.646 0.0 -0.7 -0.4
H -3.789 -2.040 0.339 0.0 -0.6 -0.7
Cl 0.844 -1.448 -1.032 -0.1 1.1 -0.9
C 0.767 -0.418 -2.485 0.1 -1.4 0.1
C 0.932 0.970 -2.365 0.1 0.7 1.1
C 1.082 1.702 -3.576 0.0 0.8 -0.7
Cl 1.640 3.349 -3.519 -0.3 -0.6 -0.2
C 0.792 1.145 -4.832 0.1 0.2 0.6
Cl 0.949 2.066 -6.265 -0.2 -0.4 0.4
C 0.359 -0.205 -4.849 -0.1 0.5 -1.1
Cl -0.332 -0.875 -6.259 0.5 0.4 0.5
C 0.505 -1.010 -3.716 -0.1 -0.6 1.0
Cl 0.263 -2.693 -3.856 0.0 0.1 0.2
C 0.175 6.415 0.599 0.0 0.0 0.0
C 0.630 5.061 0.082 1.7 0.2 1.3
S -0.385 4.044 -0.815 -0.3 -1.0 -0.1
C 1.955 4.640 0.319 0.2 0.0 -0.4
C 3.032 5.534 0.942 -0.5 -1.5 1.0
S 2.534 3.110 -0.332 -1.4 0.5 1.2
H -0.591 6.788 -0.045 -0.8 0.2 -0.4
H 0.981 7.163 0.493 -0.2 -0.5 0.4
H -0.256 6.433 1.641 0.7 -0.3 -0.9
H 3.572 6.020 0.182 0.6 0.8 -1.2
H 3.754 4.856 1.408 -0.1 0.3 0.2
H 2.732 6.283 1.693 -0.3 -0.5 -0.4
C 6.280 1.478 -0.748 -0.2 1.2 0.5
S 4.782 0.823 -1.509 -0.1 -0.4 1.4
C 4.953 1.220 -3.201 -0.3 0.5 -1.7
H 7.148 1.386 -1.384 0.1 -0.2 -0.4
H 6.474 0.880 0.138 -0.1 0.1 0.2
H 6.175 2.573 -0.486 0.0 -1.2 -0.2
H 5.830 1.892 -3.378 -0.7 -0.8 0.0
H 4.035 1.747 -3.536 0.6 -0.1 0.1
H 4.971 0.265 -3.764 0.5 0.7 0.1
```
Positions in Å, forces in eV/Å.

Values from the calculation:
charge	+3
orbital gap (alpha / beta)	3.0341 / 2.6208	eV


The highest charge belongs to which entry?
C32H28Cl5N8OS3W


Which value of charge does entry 1 give?
-1